#A
10
Properties=species:S:1:pos:R:3:lowdin_charge:R:1 method="wB97M-V/def2-TZVPD" smiles="[H]/N=[N+](/C)N" charge=+1 homo_lumo_gap_ev="10.3 / 8.9"
C 1.10 -0.45 -0.22 -0.029
N -0.26 1.57 -0.78 0.261
N -1.15 -0.44 0.54 0.222
N -0.19 0.13 -0.09 -0.220
H 1.79 -0.31 0.69 0.149
H 1.60 0.33 -0.82 0.107
H 1.14 -1.53 -0.47 0.129
H -1.22 1.99 -0.57 0.081
H -0.75 -1.19 1.06 0.145
H -2.06 -0.09 0.67 0.155

***

#B
10
Properties=species:S:1:pos:R:3:lowdin_charge:R:1 method="wB97M-V/def2-TZVPD" smiles=[NH3+]N1CN1 charge=+1 homo_lumo_gap_ev=11.5
C -1.12 0.50 0.51 -0.168
N -1.13 -0.41 -0.49 0.061
N -0.10 -0.52 0.54 -0.053
N 1.24 -0.33 0.03 0.206
H -1.09 1.53 0.36 0.110
H -1.81 0.48 1.31 0.118
H -1.78 -1.20 -0.54 0.142
H 1.25 -0.57 -1.04 0.225
H 1.75 -1.12 0.54 0.211
H 1.75 0.50 0.19 0.148

***

#C
10
Properties=species:S:1:pos:R:3:lowdin_charge:R:1 method="wB97M-V/def2-TZVPD" charge=+1 homo_lumo_gap_ev=9.5
C -1.61 -0.02 0.14 0.319
N 0.94 -0.64 1.21 0.215
N 1.02 0.33 -0.82 0.125
N 0.52 -0.14 0.23 -0.230
H -1.59 0.83 0.76 0.052
H -1.89 -0.97 0.56 0.077
H -1.58 0.12 -0.92 0.042
H 1.84 -0.86 1.39 0.066
H 0.39 0.53 -1.61 0.139
H 1.97 0.81 -0.94 0.194

***

Result of the stability comparison: #A is the least stable of them.

***

#A
51
Properties=species:S:1:pos:R:3:lowdin_charge:R:1 method="wB97M-V/def2-TZVPD" smiles="COc1ccc(Cl)cc1NC(=O)CN(C)CC(=O)N[C@@H](C)c1ccccc1" homo_lumo_gap_ev=8.7
C 1.45 -3.02 -3.14 -0.073
H 2.00 -2.15 -3.51 0.103
O 0.86 -2.75 -1.89 -0.093
C 1.65 -2.29 -0.88 -0.215
C 3.03 -2.32 -0.87 -0.012
C 3.74 -1.87 0.23 -0.109
C 3.06 -1.38 1.32 -0.674
C 1.68 -1.30 1.33 -0.035
C 0.97 -1.75 0.23 -0.134
N -0.42 -1.70 0.14 0.159
C -1.30 -1.00 0.90 -0.458
O -1.05 -0.40 1.92 0.076
C -2.72 -1.11 0.34 -0.100
N -2.74 -1.26 -1.10 -0.229
C -2.52 0.01 -1.79 -0.100
C -1.10 0.55 -1.58 -0.479
O -0.16 0.18 -2.25 0.071
N -1.01 1.51 -0.64 0.118
H -1.81 1.74 -0.07 0.129
C 0.24 2.18 -0.32 -0.303
C 0.45 2.28 1.17 -0.200
C -0.56 2.75 2.01 -0.051
C -0.35 2.86 3.37 -0.077
C 0.87 2.51 3.91 -0.082
C 1.89 2.06 3.09 -0.090
C 1.67 1.94 1.73 -0.048
H 2.46 1.58 1.09 0.112
H 2.84 1.79 3.51 0.080
H 1.03 2.59 4.98 0.101
H -1.14 3.22 4.01 0.103
H -1.52 3.05 1.60 0.110
C 0.26 3.57 -0.96 -0.021
H 0.13 3.49 -2.03 0.080
H 1.21 4.06 -0.75 0.085
H -0.54 4.19 -0.55 0.078
H 1.03 1.57 -0.76 0.145
H -2.62 -0.18 -2.86 0.131
H -3.26 0.77 -1.49 0.128
C -3.94 -1.91 -1.57 -0.084
H -4.03 -2.88 -1.09 0.088
H -3.86 -2.07 -2.65 0.087
H -4.85 -1.33 -1.37 0.091
H -3.30 -0.24 0.70 0.134
H -3.16 -2.00 0.79 0.134
H -0.79 -2.05 -0.74 0.134
H 1.15 -0.89 2.18 0.104
Cl 3.94 -0.84 2.70 0.692
H 4.82 -1.91 0.23 0.103
H 3.58 -2.71 -1.72 0.107
H 2.12 -3.89 -3.08 0.094
H 0.63 -3.25 -3.81 0.095

***

#B
51
Properties=species:S:1:pos:R:3:lowdin_charge:R:1 method="wB97M-V/def2-TZVPD" smiles="O=C(C1CCN([C@H]2CC(=O)N(c3cccc(Cl)c3)C2=O)CC1)N1CCCC1" homo_lumo_gap_ev=9.6
O -3.65 -2.54 0.05 0.055
C -3.33 -1.37 0.19 -0.428
N -4.24 -0.48 0.64 -0.033
C -4.12 0.94 0.90 -0.147
C -5.53 1.39 1.31 -0.161
H -5.75 2.40 0.96 0.109
C -6.44 0.34 0.68 -0.165
C -5.61 -0.93 0.85 -0.142
H -5.85 -1.72 0.14 0.122
H -5.71 -1.34 1.86 0.131
H -7.41 0.27 1.16 0.110
H -6.59 0.54 -0.38 0.115
H -5.63 1.36 2.39 0.112
H -3.41 1.14 1.71 0.113
H -3.79 1.48 0.00 0.113
C -1.92 -0.94 -0.21 -0.224
C -1.09 -0.16 0.81 -0.124
C 0.32 0.00 0.26 -0.167
N 0.26 0.78 -0.97 -0.112
C 1.54 1.29 -1.42 -0.207
C 2.62 0.20 -1.40 -0.367
O 2.66 -0.78 -2.09 0.130
N 3.52 0.52 -0.40 0.108
C 3.26 1.74 0.21 -0.410
O 3.88 2.19 1.14 0.124
C 2.09 2.37 -0.50 -0.011
H 2.45 3.24 -1.06 0.135
H 1.35 2.73 0.21 0.134
C 4.60 -0.32 -0.03 -0.169
C 5.85 0.24 0.20 -0.028
C 6.90 -0.60 0.56 -0.662
C 6.72 -1.96 0.68 -0.105
C 5.47 -2.50 0.45 -0.063
C 4.40 -1.69 0.10 -0.003
H 3.43 -2.12 -0.09 0.113
H 5.32 -3.57 0.54 0.109
H 7.55 -2.60 0.96 0.105
Cl 8.46 0.09 0.85 0.683
H 6.01 1.30 0.11 0.115
H 1.41 1.65 -2.45 0.158
C -0.47 0.04 -1.99 -0.173
C -1.91 -0.17 -1.54 -0.121
H -2.39 0.80 -1.42 0.106
H -2.45 -0.74 -2.30 0.128
H 0.00 -0.93 -2.21 0.129
H -0.47 0.64 -2.91 0.126
H 0.77 -0.99 0.09 0.132
H 0.94 0.53 0.99 0.127
H -1.50 0.83 0.97 0.101
H -1.06 -0.69 1.76 0.129
H -1.41 -1.90 -0.39 0.149

***

Result of the stability comparison: #A is the least stable of them.

***

#A
9
Properties=species:S:1:pos:R:3:lowdin_charge:R:1 method="wB97M-V/def2-TZVPD" homo_lumo_gap_ev=7.8
C -1.10 0.33 -0.70 -0.378
C 0.63 -0.55 0.82 -0.563
N -0.40 -0.34 -1.52 -0.082
N 1.12 -1.10 -0.18 0.047
N 0.70 -0.97 -1.38 -0.102
F 1.09 -0.79 2.04 0.017
S -0.61 0.86 1.06 1.072
H -1.90 0.94 -1.10 0.056
H 0.46 1.62 0.97 -0.067

***

#B
9
Properties=species:S:1:pos:R:3:lowdin_charge:R:1 method="wB97M-V/def2-TZVPD" homo_lumo_gap_ev=9.0
C 1.33 -1.50 -0.39 -0.199
C 2.26 1.08 -0.16 -0.920
N 0.53 -1.52 0.50 -0.080
N 1.23 1.60 -0.46 0.139
N -0.29 -1.03 1.25 0.098
F 2.36 -2.26 -0.67 0.070
S 3.62 0.63 0.45 0.735
H 0.58 1.61 -1.22 0.085
H -1.23 -1.41 1.20 0.072

***

Result of the stability comparison: #A is the least stable of them.

***

#A
22
Properties=species:S:1:pos:R:3:lowdin_charge:R:1 method="wB97M-V/def2-TZVPD" smiles="COC(C)=O.COC(C)=O" homo_lumo_gap_ev=10.9
O -4.32 0.48 8.08 0.078
O -2.44 1.52 7.13 -0.064
C -3.22 1.04 8.12 -0.516
C -2.67 0.98 5.79 -0.036
C -2.52 1.39 9.46 0.006
H -2.11 1.66 5.12 0.091
H -3.72 0.95 5.46 0.093
H -2.23 -0.03 5.70 0.095
H -1.67 0.69 9.49 0.086
H -3.12 1.26 10.37 0.085
H -2.13 2.42 9.43 0.083
O -1.26 -5.93 3.38 0.051
O -1.41 -4.76 1.36 -0.076
C -1.45 -5.88 2.13 -0.483
C -1.27 -3.47 1.87 -0.074
C -1.55 -7.05 1.22 0.005
H -0.55 -3.41 2.69 0.098
H -2.26 -3.14 2.24 0.100
H -0.95 -2.77 1.07 0.097
H -0.85 -7.80 1.62 0.096
H -1.14 -6.66 0.27 0.091
H -2.51 -7.54 1.02 0.097

***

#B
22
Properties=species:S:1:pos:R:3:lowdin_charge:R:1 method="wB97M-V/def2-TZVPD" smiles="CCC(=O)O.CCC(=O)O" homo_lumo_gap_ev=11.1
O 9.77 12.23 5.00 0.078
O 7.68 12.90 4.48 0.052
C 8.81 12.16 4.25 -0.498
C 6.99 10.75 3.01 -0.094
C 8.53 11.13 3.16 -0.135
H 7.67 13.50 5.27 0.150
H 6.54 10.59 4.00 0.076
H 6.94 9.81 2.44 0.067
H 6.41 11.52 2.48 0.073
H 8.99 10.19 3.51 0.111
H 8.95 11.36 2.16 0.119
O 9.37 8.49 -1.34 0.128
O 10.74 6.89 -2.22 0.047
C 10.26 7.72 -1.20 -0.545
C 10.37 8.21 1.27 -0.090
C 10.96 7.37 0.07 -0.146
H 10.30 7.19 -3.06 0.135
H 10.87 8.02 2.23 0.073
H 9.31 7.92 1.36 0.074
H 10.42 9.30 1.06 0.071
H 12.02 7.64 -0.09 0.125
H 10.91 6.28 0.23 0.128

***

Result of the stability comparison: #A is the least stable of them.

***

#A
24
Properties=species:S:1:pos:R:3:lowdin_charge:R:1 method="wB97M-V/def2-TZVPD" charge=+1 homo_lumo_gap_ev=9.3
C -1.82 -0.60 1.30 -0.093
C -2.32 -0.25 -0.12 -0.290
C -1.30 0.11 -1.19 -0.242
C -0.52 1.41 -0.84 -0.141
C 1.67 2.16 -1.37 0.182
N 0.74 1.28 -1.63 0.050
H -2.02 -1.69 1.37 0.079
H -0.60 -0.46 1.26 0.111
H -2.39 -0.14 2.03 0.042
H -2.99 -1.04 -0.50 0.102
H -3.11 0.69 0.00 0.163
H -0.77 -0.89 -1.39 0.149
H -1.80 0.23 -2.07 0.074
H -1.15 2.38 -1.10 0.178
H -0.24 1.39 0.38 0.179
H 2.67 2.08 -1.74 0.109
H 1.57 3.12 -0.79 0.151
H 0.93 0.42 -2.18 0.187
H 3.04 -0.57 1.47 0.055
H 1.68 -0.38 2.04 0.037
O 2.28 0.09 1.41 -0.121
H 2.84 -3.12 1.02 -0.025
H 1.50 -3.43 1.26 0.011
O 2.12 -2.79 1.39 0.054

***

#B
24
Properties=species:S:1:pos:R:3:lowdin_charge:R:1 method="wB97M-V/def2-TZVPD" charge=+1 homo_lumo_gap_ev=10.8
C -1.13 -1.37 1.22 -0.136
O -2.48 -1.31 0.65 -0.100
C -0.17 -0.45 0.39 -0.206
C -0.95 0.55 -0.48 -0.163
C -0.32 1.82 -1.05 -0.259
C 0.86 1.44 -1.87 -0.117
N 0.65 0.48 1.39 0.221
H -1.04 -2.41 1.15 0.108
H -1.36 -1.03 2.27 0.155
H -2.43 -1.75 -0.21 0.093
H 0.62 -0.94 -0.14 0.097
H -1.06 -0.09 -1.52 0.182
H -1.95 0.72 -0.07 0.119
H -1.01 2.36 -1.69 0.120
H -0.06 2.60 -0.31 0.115
H 0.73 0.61 -2.58 0.095
H 1.22 2.17 -2.58 0.080
H 1.73 1.21 -1.24 0.057
H 0.15 1.28 1.72 0.154
H 1.32 0.85 0.72 0.110
H 1.27 -0.04 2.02 0.175
H 2.82 -1.89 -0.49 0.071
H 3.37 -0.52 0.21 0.063
O 2.64 -1.01 -0.17 -0.031

***

Result of the stability comparison: #A is the least stable of them.

***

#A
11
Properties=species:S:1:pos:R:3:lowdin_charge:R:1 method="wB97M-V/def2-TZVPD" smiles="C[C@@H]1SC=NS1" homo_lumo_gap_ev=9.1
C -1.14 1.01 0.03 -0.184
C 0.33 0.66 -0.06 -0.942
C 0.74 -1.79 -0.18 -0.598
H -1.77 0.22 0.53 0.093
H -1.23 2.10 0.42 0.105
H -1.33 1.12 -1.09 0.071
H 0.86 1.57 -0.25 0.043
H 0.74 -2.81 -0.47 0.059
N 1.00 -1.59 1.03 -0.388
S 0.73 -0.51 -1.42 0.883
S 1.09 0.00 1.45 0.858

***

#B
11
Properties=species:S:1:pos:R:3:lowdin_charge:R:1 method="wB97M-V/def2-TZVPD" homo_lumo_gap_ev=6.6
C -0.95 0.11 0.32 -0.202
C -0.52 -0.47 1.48 -0.548
C -0.21 0.48 -0.90 -0.375
N 1.10 0.05 -0.98 -0.654
S 1.13 -0.89 1.82 0.697
S 2.19 0.68 -1.83 0.751
H -1.99 0.11 0.29 0.072
H -1.20 -0.92 2.26 0.074
H -0.50 -0.26 -1.62 0.131
H -0.60 1.50 -1.35 0.160
H 1.54 -0.38 0.51 -0.106

***

Result of the stability comparison: #B is the least stable of them.